(1)
DFT (ωB97M-V/def2-TZVPD) results for a structure of composition C33H30F10N4Os.

```
! RIJCOSX wB97M-V def2-TZVPD def2/J DEFGRID3
* xyz 0 1
Os 0.4438 -1.1184 -0.0812
C 0.9590 2.2723 0.7099
N 0.6865 1.2757 -0.3294
C 1.8292 1.1477 -1.2590
C 2.9783 0.4661 -0.5569
N 2.5087 -0.7741 0.0557
C 3.4434 -1.3638 0.9001
C 4.1619 -0.6589 1.8860
F 3.9366 0.6546 2.0751
C 5.0766 -1.2445 2.7410
F 5.7093 -0.5020 3.6488
C 5.3143 -2.6028 2.6787
F 6.1861 -3.1797 3.5011
C 4.6246 -3.3500 1.7428
F 4.8364 -4.6623 1.6629
C 3.7308 -2.7422 0.8813
F 3.1081 -3.5470 0.0194
C -0.5055 1.6739 -1.0840
C -1.7418 1.7993 -0.2146
N -1.8678 0.6895 0.7221
C -3.1506 0.5765 1.3037
C -4.1334 1.5255 1.5013
F -3.8888 2.8450 1.4368
C -5.4447 1.1036 1.7015
F -6.3979 2.0178 1.8890
C -5.7866 -0.2324 1.5906
F -7.0895 -0.5371 1.6137
C -4.8018 -1.2061 1.4289
F -6.3387 -2.9314 0.7762
C -3.4959 -0.7700 1.4625
F -2.3753 -2.8632 0.8383
H 1.0775 3.2691 0.2653
H 1.8682 2.0187 1.2486
H 0.1369 2.3017 1.4191
H 2.1490 2.1276 -1.6409
H 1.4847 0.5568 -2.1127
H 3.3780 1.1664 0.1786
H 3.7921 0.2875 -1.2727
H -0.6558 0.9308 -1.8674
H -0.3353 2.6411 -1.5794
H -2.6094 1.8576 -0.8860
H -1.7228 2.7310 0.3486
C 0.7399 -0.3325 2.7688
N 0.1477 -1.4467 1.9891
C 0.8283 -2.6979 2.4066
C -1.2969 -1.5538 2.4134
C -2.2231 -1.5338 1.2180
C -5.0054 -2.5384 0.7376
C -4.6198 -2.3665 -0.7209
C -3.6434 -1.6548 -1.3820
C -2.4718 -0.8973 -1.1043
C -1.6443 -0.7010 0.0919
H 0.6785 -0.5558 3.8381
H 0.1723 0.5648 2.5511
H 1.7763 -0.2003 2.4805
H 0.6405 -2.8824 3.4688
H 1.8932 -2.6025 2.2483
H 0.4380 -3.5226 1.8144
H -1.5264 -0.7504 3.1089
H -1.4420 -2.5024 2.9289
H -4.4440 -3.3354 1.2243
H -5.3491 -2.8463 -1.3655
H -3.8458 -1.6661 -2.4526
H -2.1029 -0.3777 -1.9826
C 0.0102 -2.9493 -0.9393
C 0.2057 -2.4702 -2.3488
C -0.8981 -2.4621 -3.2218
C -0.8128 -1.9446 -4.4976
C 0.3875 -1.4062 -4.9560
C 1.4923 -1.4183 -4.1271
C 1.4073 -1.9470 -2.8401
H 0.7697 -3.6693 -0.6138
H -0.9710 -3.4030 -0.8389
H -1.8279 -2.8986 -2.8797
H -1.6800 -1.9670 -5.1463
H 0.4562 -0.9973 -5.9560
H 2.4389 -1.0265 -4.4792
H 2.2806 -1.9461 -2.2136
*
```

The total energy comes out at -2583.5946 Ha. The HOMO energy (spin up / spin down) comes out at -6.20 / -6.21 eV. The LUMO energy (spin up / spin down) comes out at -1.551 / -1.551 eV.

=====

(2)
DFT (ωB97M-V/def2-TZVPD) results for a structure of composition C33H31BaBr2N9O7S.

```
! RIJCOSX wB97M-V def2-TZVPD def2/J DEFGRID3
* xyz -2 1
Ba -1.0787 2.2955 1.2973
N -2.9436 0.8736 2.9465
C -4.2697 1.2662 2.4358
C -4.3633 2.8092 2.3293
O -5.3684 3.3616 2.8027
N -3.3242 3.3201 1.7079
C -3.1798 4.7776 1.6486
C -1.8620 5.2149 2.3497
O -1.9064 6.1361 3.1399
O -0.8288 4.5312 2.0222
H -2.8651 -0.1341 3.0354
H -2.8017 1.2773 3.8665
H -5.0980 0.9183 3.0659
H -4.3898 0.8505 1.4329
H -4.0192 5.3057 2.1095
H -3.0784 5.1072 0.6090
Br 2.5266 -6.6064 -1.4659
C 2.0110 -6.1058 0.2951
C 1.1961 -6.9529 1.0298
C 0.8470 -6.5966 2.3188
C 1.2769 -5.3957 2.8826
C 2.0839 -4.5564 2.1138
C 2.4574 -4.9110 0.8323
N 1.0298 -5.2197 4.2604
N 0.9141 -4.0889 4.8056
C 0.5721 -2.8997 4.2210
C 0.9774 -1.7957 5.0011
C 0.8754 -0.4901 4.6068
C 0.2787 -0.1512 3.3562
O 0.1810 1.0108 2.9439
C -0.2693 -1.2892 2.5588
N -0.9256 -0.9424 1.4313
C -1.5409 -1.8691 0.7407
C -1.6120 -3.1982 1.1718
C -0.9349 -3.5679 2.3022
C -0.1658 -2.6212 3.0110
H 0.8507 -7.8851 0.6032
H 0.2333 -7.2518 2.9197
H 2.4294 -3.6234 2.5323
H 3.0925 -4.2563 0.2512
H 1.4480 -2.0430 5.9439
H 1.2320 0.3215 5.2235
H -2.0331 -1.5407 -0.1645
H -2.2087 -3.9180 0.6236
H -1.0126 -4.5803 2.6668
Br 0.7730 6.1151 -1.3473
C -0.5317 5.0977 -2.2813
C -0.9600 5.5635 -3.5191
C -1.9814 4.8685 -4.1356
C -2.5262 3.7647 -3.4977
C -2.0010 3.3765 -2.2718
N -1.0026 4.0422 -1.6754
C -2.5579 2.1110 -1.5979
O -3.6295 1.6955 -2.0088
O -1.8006 1.6061 -0.7289
H -0.5181 6.4490 -3.9526
H -2.3597 5.1976 -5.0985
H -3.3419 3.1895 -3.9055
S 2.6127 3.4739 0.7798
C 3.0330 2.6433 -0.5641
N 3.6685 1.4057 -0.4288
C 4.1347 0.6707 -1.4569
C 4.0110 1.1436 -2.7245
C 3.2753 2.3546 -2.8455
N 2.7965 3.0500 -1.8611
H 3.6409 1.0279 0.5123
H 4.5878 -0.2785 -1.2084
H 4.3822 0.6022 -3.5750
H 3.0576 2.7417 -3.8372
C 1.0889 -1.4674 -4.8784
N 1.5697 -1.4730 -3.5183
C 2.4178 -2.5703 -3.1286
C 1.2163 -0.5386 -2.5844
C 0.1811 0.4917 -2.9810
O 1.7240 -0.5497 -1.4816
H 1.7951 -2.0251 -5.4959
H 1.0288 -0.4571 -5.2740
H 0.1058 -1.9381 -4.9816
H 3.4049 -2.5002 -3.5965
H 1.9626 -3.5230 -3.4216
H 2.5378 -2.5520 -2.0474
H -0.5110 0.1342 -3.7378
H 0.6815 1.3887 -3.3547
H -0.3994 0.7820 -2.1046
*
```

The total energy comes out at -7867.5093 Ha. The HOMO energy comes out at -1.77 eV. The LUMO energy comes out at 3.185 eV.

=====

(3)
DFT (ωB97M-V/def2-TZVPD) results for a cluster of 3 separate species, C33H31F2NO11 in total.

```
! RIJCOSX wB97M-V def2-TZVPD def2/J DEFGRID3
* xyz 0 1
C -4.3498 3.6830 -2.0431
C -3.2072 3.2230 -3.1624
O -3.5687 2.2438 -3.9985
N -1.8273 3.8674 -3.1660
C -1.0880 3.4095 -4.4381
C -1.1417 3.2672 -1.9252
C -0.4122 4.2374 -0.7994
C 0.3587 3.5344 0.5000
C 0.3614 1.8778 0.6229
C -0.3661 0.8762 -0.4675
C -1.1257 1.6064 -1.7483
C -0.3268 -0.7912 -0.3482
O -0.6558 -1.4545 -1.4585
C 0.1556 -1.4323 1.0797
C -0.0328 -2.9839 1.5711
C -0.8104 -4.0808 0.6346
O 0.1333 -5.1623 0.2387
C 1.2654 -4.5858 -0.5168
C 0.9618 -4.1698 -2.0902
C 2.1344 -3.5237 -3.0439
C 3.6408 -3.2787 -2.4125
C 3.9098 -3.6946 -0.8384
C 2.7538 -4.3713 0.1429
C 0.5423 -3.5472 3.0324
C 1.3391 -2.5515 4.0641
C 1.9127 -3.2116 5.4561
C 0.6725 -3.9547 6.2319
C 0.5673 -3.5005 7.8040
O 0.5817 -2.0242 7.8705
C 1.4984 -0.9773 3.6205
C 0.9221 -0.4090 2.1576
C 1.1668 1.1954 1.8780
O 1.9624 1.9117 2.6780
H -3.8473 3.6027 -0.9749
H -5.2480 2.9239 -2.0936
H -4.6890 4.7755 -2.3088
H -1.7961 3.6163 -5.3671
H -0.1094 4.0447 -4.6421
H -0.8532 2.2618 -4.4464
H -0.4060 5.4030 -0.9400
H 0.8683 4.2590 1.2734
H -1.6358 0.9022 -2.5408
H -1.4247 -3.6361 -0.2556
H -1.6087 -4.6154 1.3435
H -0.1319 -4.3289 -2.4989
H 1.8945 -3.2234 -4.1663
H 4.5013 -2.8133 -3.0644
H 4.9760 -3.5531 -0.3677
H 2.9870 -4.6814 1.2515
H 0.4017 -4.6712 3.3263
H 2.6971 -4.0554 5.1499
H 2.5114 -2.4385 6.1058
H 0.7515 -5.1261 6.0670
H -0.3313 -3.5916 5.6977
H -0.4825 -3.8775 8.2056
H 1.4465 -4.0228 8.3786
H -0.3879 -1.7638 7.7942
H 2.0575 -0.2309 4.3464
O -6.5079 7.4238 -1.9825
C -7.2500 6.6781 -2.5999
O -8.1924 7.1029 -3.4959
C -8.7393 5.9388 -4.0822
C -8.4603 4.8970 -3.0534
F -8.2587 3.6911 -3.6304
O -7.2467 5.3212 -2.4755
H -8.2347 5.7403 -5.0337
H -9.8093 6.0606 -4.2712
H -9.2289 4.8153 -2.2774
O 6.9783 -3.3515 -1.8273
C 7.0730 -2.2129 -1.4000
O 6.0293 -1.5012 -0.8750
C 6.5769 -0.2957 -0.3802
C 7.8289 -0.1581 -1.1772
F 8.7913 0.4639 -0.4599
O 8.2293 -1.4920 -1.3947
H 6.7672 -0.3973 0.6935
H 5.8900 0.5404 -0.5371
H 7.6952 0.3477 -2.1394
*
```

As for the SMILES: CC(=O)N(C)c1ccc2c(c1)C(=O)c1c(COc3ccccc3)cc(CCCO)cc1C2=O.O=C1OC[C@@H](F)O1.O=C1OC[C@@H](F)O1. The total energy comes out at -2357.1689 Ha. The HOMO energy comes out at -8.02 eV. The LUMO energy comes out at -1.873 eV.

=====

(4)
DFT (ωB97M-V/def2-TZVPD) results for a structure of composition C33H31F6IrP3S2Sb.

```
! RIJCOSX wB97M-V def2-TZVPD def2/J DEFGRID3
* xyz 2 5
Ir -1.1862 0.8115 -0.4388
S 0.5583 2.1347 -1.1281
P 1.7246 0.8925 0.0815
C 0.3852 -0.2297 0.3637
P -0.0106 -1.8936 -0.0925
S -1.4866 -1.2264 -1.4216
C -0.6856 -2.7726 1.2811
C -0.8267 -2.1438 2.5148
C -1.4105 -2.8338 3.5656
C -1.8524 -4.1340 3.3743
C -1.7150 -4.7600 2.1371
C -1.1315 -4.0852 1.0829
C 1.2592 -2.8357 -0.8926
C 1.9704 -3.7828 -0.1492
C 3.0026 -4.4810 -0.7522
C 3.3219 -4.2368 -2.0818
C 2.6193 -3.2901 -2.8183
C 1.5869 -2.5845 -2.2269
C 2.2244 1.6382 1.6004
C 1.3415 1.6722 2.6808
C 1.7188 2.3174 3.8449
C 2.9635 2.9292 3.9209
C 3.8402 2.9004 2.8407
C 3.4785 2.2546 1.6729
C 3.1201 0.2327 -0.7995
C 3.9775 -0.6392 -0.1218
C 5.0585 -1.1804 -0.7930
C 5.2940 -0.8404 -2.1214
C 4.4458 0.0299 -2.7904
C 3.3464 0.5626 -2.1345
H -0.4953 -1.1254 2.6666
H -1.5257 -2.3472 4.5239
H -2.3122 -4.6699 4.1939
H -2.0653 -5.7737 2.0000
H -1.0229 -4.5726 0.1208
H 1.7130 -3.9813 0.8834
H 3.5498 -5.2243 -0.1886
H 4.1206 -4.7957 -2.5517
H 2.8700 -3.1123 -3.8552
H 1.0309 -1.8530 -2.8016
H 0.3675 1.2048 2.6223
H 1.0384 2.3435 4.6847
H 3.2558 3.4346 4.8317
H 4.8064 3.3803 2.9128
H 4.1628 2.2244 0.8339
H 3.8117 -0.8816 0.9220
H 5.7289 -1.8544 -0.2772
H 6.1529 -1.2527 -2.6345
H 4.6406 0.2985 -3.8197
H 2.6795 1.2362 -2.6572
F -1.9370 1.1129 1.6471
Sb -2.6467 1.3892 3.5528
F -3.2568 -0.3691 3.3218
F -0.9689 0.7321 4.1060
F -3.2795 1.6363 5.2731
F -1.8833 3.0877 3.3288
F -4.2151 2.0119 2.7161
C -3.2121 3.5848 0.0318
P -3.2689 1.9878 -0.7927
C -4.6359 0.9621 -0.2517
C -3.2818 2.2042 -2.5510
C -2.4512 3.1961 -3.1109
C -2.4413 3.3985 -4.4745
C -3.2401 2.6058 -5.2944
C -4.0450 1.6054 -4.7536
C -4.0576 1.3879 -3.3911
H -2.4666 4.2128 -0.4531
H -2.9695 3.4614 1.0836
H -4.1954 4.0512 -0.0617
H -5.5634 1.5368 -0.2850
H -4.4625 0.6357 0.7711
H -4.7105 0.0884 -0.8974
H -1.8325 3.8159 -2.4737
H -1.8209 4.1725 -4.9045
H -3.2368 2.7688 -6.3640
H -4.6680 1.0039 -5.4010
H -4.6926 0.6152 -2.9809
*
```

The total energy comes out at -4039.9055 Ha. The HOMO energy (spin up / spin down) comes out at -14.32 / -14.57 eV. The LUMO energy (spin up / spin down) comes out at -6.199 / -9.253 eV. The relative energy (zero: lowest compared OMol25 entry of this formula, charge and spin) is 0.0 kJ/mol. The expectation value of S² is 6.03.

=====

(5)
DFT (ωB97M-V/def2-TZVPD) results for a cluster of 6 separate species, C33H31FN6O3 in total.

```
! RIJCOSX wB97M-V def2-TZVPD def2/J DEFGRID3
* xyz 0 1
O -1.9646 -3.1888 1.3252
C -0.8214 -3.1910 1.6410
O -0.1287 -4.3138 2.0404
C 1.2368 -3.9838 2.0038
F 1.6699 -4.1407 0.7124
C 1.1814 -2.5177 2.3911
C 2.3583 -1.6253 2.1651
C 2.1945 -0.2716 1.9100
C 3.3182 0.5204 1.7346
N 4.5641 0.0690 1.8122
C 4.7156 -1.2290 2.0731
C 3.6579 -2.1077 2.2469
O 0.0036 -2.1163 1.6627
H 1.8250 -4.6250 2.6550
H 0.9100 -2.4998 3.4556
H 1.2082 0.1701 1.8507
H 3.1950 1.5768 1.5200
H 5.7316 -1.6010 2.1423
H 3.8704 -3.1535 2.4393
C 1.7646 2.7122 6.9536
C 2.7881 2.6514 6.0224
C 2.6928 1.7259 4.9939
N 1.6692 0.8866 4.8508
C 0.6946 0.9543 5.7566
C 0.6926 1.8444 6.8192
H 1.8016 3.4220 7.7697
H 3.6459 3.3063 6.0874
H 3.4781 1.6510 4.2489
H -0.1282 0.2601 5.6217
H -0.1296 1.8546 7.5213
C 0.7213 -1.8577 -2.0758
C 0.5574 -1.2743 -3.3208
C 1.5331 -0.3974 -3.7695
N 2.6164 -0.0740 -3.0622
C 2.7515 -0.6353 -1.8619
C 1.8366 -1.5304 -1.3265
H -0.0160 -2.5518 -1.6893
H -0.3059 -1.4960 -3.9335
H 1.4450 0.0743 -4.7423
H 3.6348 -0.3489 -1.2996
H 1.9878 -1.9500 -0.3458
C -4.7708 -1.1439 -1.3180
C -3.3960 -1.2753 -1.2117
C -2.5945 -0.3005 -1.7897
N -3.0719 0.7567 -2.4446
C -4.3947 0.8674 -2.5415
C -5.2826 -0.0487 -1.9962
H -5.4310 -1.8779 -0.8736
H -2.9531 -2.1083 -0.6820
H -1.5160 -0.3617 -1.7161
H -4.7600 1.7360 -3.0785
H -6.3498 0.0977 -2.0991
C 3.8758 -0.1635 -7.3080
C 3.6936 0.2017 -8.6323
C 3.4106 1.5292 -8.9174
N 3.3013 2.4756 -7.9881
C 3.4784 2.1084 -6.7204
C 3.7676 0.8095 -6.3273
H 4.0980 -1.1896 -7.0432
H 3.7682 -0.5242 -9.4307
H 3.2633 1.8528 -9.9422
H 3.3819 2.8960 -5.9811
H 3.8986 0.5704 -5.2793
C -5.1684 2.0279 2.3053
C -5.8063 2.5923 3.3979
C -7.1916 2.5420 3.4530
N -7.9466 1.9817 2.5114
C -7.3188 1.4450 1.4674
C -5.9402 1.4399 1.3162
H -4.0891 2.0455 2.2236
H -5.2455 3.0640 4.1935
H -7.7251 2.9723 4.2936
H -7.9565 0.9960 0.7131
H -5.4862 0.9870 0.4462
*
```

As for the SMILES: O=C1O[C@@H](F)[C@@H](c2ccncc2)O1.c1ccncc1.c1ccncc1.c1ccncc1.c1ccncc1.c1ccncc1. The total energy comes out at -1930.2108 Ha. The HOMO energy comes out at -9.45 eV. The LUMO energy comes out at 0.136 eV.

=====

(6)
DFT (ωB97M-V/def2-TZVPD) results for a structure of composition C33H31Ge2N5Ni.

```
! RIJCOSX wB97M-V def2-TZVPD def2/J DEFGRID3
* xyz 1 2
Ni -0.0413 -1.5660 -0.8224
C 3.7667 -1.6491 -2.4388
C 4.6352 -1.7924 -1.3539
C 4.1147 -1.9299 -0.0962
C 2.7276 -1.9046 0.1148
N 1.8926 -1.7945 -0.9426
C 2.4260 -1.6635 -2.1859
N 2.3345 -1.9662 1.4378
C 1.1088 -1.9368 1.8206
N -0.0201 -1.8905 1.0373
C -1.1310 -1.8185 1.8484
N -2.3636 -1.7570 1.4964
C -2.7859 -1.8527 0.1887
C -4.1784 -1.9129 0.0099
C -4.7151 -2.1455 -1.2278
C -3.8594 -2.3297 -2.3174
C -2.5169 -2.2089 -2.1012
N -1.9676 -1.9565 -0.8863
C -0.6851 -1.8493 3.2601
C -1.3969 -1.8005 4.4401
C -0.6650 -1.8253 5.6235
C 0.7281 -1.9026 5.6089
C 1.4329 -1.9606 4.4095
C 0.6944 -1.9315 3.2445
H 4.1281 -1.5361 -3.4503
H 5.7070 -1.7873 -1.5039
H 4.7422 -2.0374 0.7766
H 1.7162 -1.5744 -2.9998
H -4.7918 -1.8045 0.8926
H -5.7882 -2.1990 -1.3566
H -4.2321 -2.5495 -3.3073
H -1.8172 -2.3393 -2.9185
H -2.4773 -1.7429 4.4389
H -1.1830 -1.7844 6.5726
H 1.2679 -1.9200 6.5465
H 2.5126 -2.0276 4.3860
C -0.3570 0.6743 -4.2140
Ge -1.1423 1.6359 -2.7018
C -0.8938 3.5532 -2.8375
C -3.0431 1.2349 -2.7185
Ge 0.0134 0.8064 -0.6852
C -0.8402 1.4641 0.9211
C -0.2818 1.3014 2.1943
C -0.9328 1.7733 3.3233
C -2.1602 2.4121 3.1968
C -2.7258 2.5850 1.9425
C -2.0747 2.1052 0.8133
C 1.8529 1.4336 -0.7517
C 2.3189 2.0342 -1.9231
C 3.6193 2.5142 -2.0112
C 4.4817 2.3835 -0.9335
C 4.0408 1.7775 0.2362
C 2.7405 1.3018 0.3237
H -0.8957 0.9231 -5.1302
H -0.4529 -0.4021 -4.0513
H 0.6956 0.9120 -4.3619
H -1.3988 3.8632 -3.7547
H 0.1549 3.8359 -2.8938
H -1.3519 4.0658 -1.9924
H -3.4686 1.7120 -3.6043
H -3.5708 1.6094 -1.8438
H -3.2056 0.1648 -2.7943
H 0.6742 0.8114 2.3206
H -0.4845 1.6387 4.2998
H -2.6752 2.7762 4.0764
H -3.6781 3.0896 1.8411
H -2.5324 2.2511 -0.1564
H 1.6649 2.1487 -2.7768
H 3.9574 2.9886 -2.9237
H 5.4957 2.7555 -1.0037
H 4.7094 1.6769 1.0820
H 2.4266 0.8362 1.2481
*
```

The total energy comes out at -7211.9030 Ha. The HOMO energy (spin up / spin down) comes out at -11.04 / -11.04 eV. The LUMO energy (spin up / spin down) comes out at -4.446 / -3.755 eV. The relative energy (zero: lowest compared OMol25 entry of this formula, charge and spin) is 27.8 kJ/mol. The expectation value of S² is 0.94.